Version i
A molecular structure, C6H16N2O. Source: OMol25; level of theory: the ωB97M-V functional and the def2-TZVPD basis.

Last column: natural (NBO) charge in e.
Atoms and positions in Å:
C1 1.5598 -2.1335 0.0022  -0.190
C2 0.8573 -0.6110 1.2317  -0.638
C3 1.3601 -1.8109 -1.4137  -0.703
C4 1.6740 0.6348 0.9178  -0.627
H1 1.0027 -2.9739 0.4012  0.212
H2 2.5653 -2.0519 0.3981  0.203
H3 -0.0869 -0.3658 1.7363  0.281
H4 1.3202 -1.1706 2.0460  0.238
H5 2.1733 -1.2291 -1.8438  0.219
H6 2.6945 0.3889 0.6139  0.198
H7 1.2154 1.2012 0.1078  0.226
H8 1.1191 -2.6913 -2.0129  0.237
H9 0.4363 -1.1836 -1.4825  0.259
H10 1.7379 1.2827 1.7961  0.218
C5 -2.0003 1.4464 -0.0198  0.486
N1 -1.3025 -0.8026 -0.4918  -0.619
N2 -2.7016 2.1546 0.9484  -0.827
C6 -1.3647 1.9891 -1.0673  -0.677
O1 -2.0289 0.1198 0.3138  -0.412
H11 -0.0479 -0.7888 0.2174  0.403
H12 -1.5337 -0.5419 -1.4549  0.334
H13 -3.4285 1.6145 1.3938  0.385
H14 -3.0104 3.0699 0.6614  0.380
H15 -0.7439 1.4105 -1.7280  0.211
H16 -1.4667 3.0426 -1.2711  0.205

As for the HOMO energy: -7.709 eV. As for the net charge: 0. The gap between HOMO and LUMO is 8.3 eV. The spin multiplicity is 1.

---

Version ii
C6H16N2O in the gas phase. Source: OMol25; level of theory: the ωB97M-V functional and the def2-TZVPD basis.

Last column: natural (NBO) charge in e.
Atoms and positions in Å:
C1 2.1275 -0.1107 0.1018  -0.610
C2 0.6501 -0.4335 -0.1581  -0.071
C3 0.3689 -1.8598 0.3330  -0.611
C4 0.3896 -0.3727 -1.6658  -0.625
C5 -0.2375 0.5769 0.6367  0.409
C6 -0.1805 2.0099 0.0997  -0.650
O1 0.1461 0.6297 1.9881  -0.728
N1 -1.6281 0.0768 0.7667  -0.507
N2 -2.3484 -0.1360 -0.4399  -0.681
H1 2.3210 -0.0175 1.1678  0.225
H2 2.7511 -0.9088 -0.2960  0.207
H3 2.4190 0.8175 -0.3840  0.202
H4 -0.6838 -2.1012 0.2227  0.220
H5 0.9483 -2.5701 -0.2522  0.209
H6 0.6436 -1.9786 1.3802  0.198
H7 1.0050 -1.1199 -2.1646  0.204
H8 -0.6560 -0.5739 -1.8786  0.243
H9 0.6556 0.5988 -2.0732  0.201
H10 -0.7181 2.6597 0.7890  0.216
H11 0.8474 2.3498 0.0476  0.223
H12 -0.6378 2.0673 -0.8845  0.212
H13 -0.1972 -0.2447 2.3265  0.478
H14 -2.1159 0.7500 1.3660  0.341
H15 -2.8026 0.7226 -0.7654  0.336
H16 -3.0673 -0.8314 -0.2634  0.359

As for the HOMO energy: -9.385 eV. As for the net charge: 0. The gap between HOMO and LUMO is 10.3 eV. The spin multiplicity is 1.

---

Which structure is the most stable? The one labeled version ii.

---

Version i
2 unconnected molecules or ions with the total composition C6H16N2O. Source: OMol25; level of theory: the ωB97M-V functional and the def2-TZVPD basis.

Last column: natural (NBO) charge in e.
Atoms and positions in Å:
C1 -2.0082 0.5823 -1.5217  -0.444
N1 -1.4639 0.5559 -0.1872  -0.395
C2 -1.9987 1.5037 0.7547  -0.426
N2 -1.4315 -0.9665 0.5051  0.344
O1 -1.5791 -1.8730 -0.2371  -0.246
H1 -3.0822 0.7970 -1.5279  0.181
H2 -1.8746 -0.4050 -1.9758  0.223
H3 -1.4888 1.3184 -2.1420  0.212
H4 -3.0937 1.4561 0.8075  0.178
H5 -1.7105 2.5223 0.4733  0.213
H6 -1.5900 1.2888 1.7424  0.220
C3 1.9847 0.8456 0.5480  -0.601
C4 1.1516 -0.4037 0.2659  -0.332
C5 1.3876 -0.9464 -1.1327  -0.615
C6 1.4005 -1.4671 1.3232  -0.611
H7 1.8122 1.2227 1.5575  0.199
H8 3.0527 0.6101 0.4828  0.188
H9 1.7669 1.6426 -0.1650  0.196
H10 0.0089 0.2047 0.1280  0.314
H11 2.3980 -1.3550 -1.2340  0.199
H12 1.2733 -0.1624 -1.8846  0.199
H13 0.6584 -1.7287 -1.3605  0.199
H14 2.4512 -1.7783 1.3173  0.197
H15 0.8065 -2.3628 1.1385  0.202
H16 1.1689 -1.1013 2.3245  0.205

As for the HOMO energy: -7.899 eV. As for the net charge: 0. The gap between HOMO and LUMO is 7.6 eV. The spin multiplicity is 1.

---

Version ii
A molecular structure, C6H16N2O. Source: OMol25; level of theory: the ωB97M-V functional and the def2-TZVPD basis.

Last column: natural (NBO) charge in e.
Atoms and positions in Å:
C1 0.8384 -1.1683 -0.9253  -0.251
C2 2.0050 1.6194 0.1938  -0.226
C3 0.4546 -0.6166 -2.2718  -0.646
O1 0.7857 0.9890 -0.0117  -0.782
H1 1.8581 -0.9523 -0.6232  0.204
H2 0.7120 -2.2540 -0.8982  0.151
H3 1.9607 2.6783 -0.1157  0.150
H4 2.3587 1.5591 1.2364  0.146
H5 2.7933 1.1611 -0.4313  0.153
H6 0.8512 -1.2602 -3.0673  0.204
H7 0.8590 0.3857 -2.4117  0.221
H8 -0.6296 -0.5656 -2.3917  0.211
C4 -0.5551 0.7612 2.2196  -0.649
C5 -0.7842 0.3296 0.7928  0.503
N1 -1.8805 0.9469 0.2007  -0.805
N2 -1.6609 -1.7266 -0.2499  -0.862
C6 -0.5591 -1.0687 0.4304  -0.105
H9 -2.0435 0.6155 -0.7423  0.395
H10 -1.8191 1.9575 0.2152  0.390
H11 -1.4460 -2.7139 -0.3709  0.373
H12 -2.5373 -1.6408 0.2615  0.367
H13 -0.0838 -1.6518 1.2199  0.187
H14 -1.3957 0.4521 2.8521  0.218
H15 0.3633 0.3172 2.6012  0.228
H16 -0.4452 1.8462 2.2872  0.225

As for the HOMO energy: -7.797 eV. As for the net charge: 0. The gap between HOMO and LUMO is 8.7 eV. The spin multiplicity is 1.

---

Which structure is the most stable? The one labeled version ii.